# 1
ORCA calculation (ωB97M-V/def2-TZVPD) on the molecule C2H4OS3 in a non-equilibrium geometry.

Each line ends with the Mulliken charge.
Positions of all 10 atoms, in Å:
1 C -0.1256 -1.2624 -0.6597  -0.838
2 C -0.0378 -0.5116 0.5975  -0.198
3 S -1.4409 0.6031 1.0412  -0.124
4 S 0.2976 1.5767 0.2696  0.562
5 O 0.1035 1.8970 -1.1262  -0.504
6 S 1.1346 2.8765 1.4220  -0.253
7 H -0.2249 -0.5728 -1.5010  0.297
8 H -1.0243 -1.8868 -0.6592  0.289
9 H 0.7533 -1.8859 -0.8124  0.291
10 H 0.5644 -0.8338 1.4282  0.478

Calculated values
SMILES string	C[C@@H]1S[S@@]1(=O)=S
energy relative to the best compared isomer or geometry (same formula, charge and spin)	265.25	kJ/mol
calculated total energy	-36689.3115	eV



# 2
ORCA calculation (ωB97M-V/def2-TZVPD) on a structure of composition C2H4OS3 in a non-equilibrium geometry.

Each line ends with the Mulliken charge.
Positions of all 10 atoms, in Å:
1 C 0.7640 -0.2063 -1.1111  -0.446
2 C -0.6449 0.1122 1.1491  -0.480
3 H 0.9673 0.1041 -2.2391  0.334
4 H 1.5922 -0.0182 -0.2930  0.274
5 H 0.3533 0.5739 1.5057  0.294
6 H -1.4874 0.3474 1.8973  0.346
7 O -0.6009 2.1366 -0.3402  -0.614
8 S -0.7890 0.5849 -0.6103  0.432
9 S 0.2228 -1.9278 -0.9820  -0.058
10 S -0.3774 -1.7068 1.0235  -0.081

Calculated values
energy relative to the best compared isomer or geometry (same formula, charge and spin)	214.82	kJ/mol
calculated total energy	-36689.8342	eV



# 3
ORCA calculation (ωB97M-V/def2-TZVPD) on the molecule C2H4P2 in a non-equilibrium geometry.

Each line ends with the Mulliken charge.
Positions of all 8 atoms, in Å:
1 C -0.9395 -0.2184 -0.2594  -0.544
2 C -0.2858 0.8020 0.1830  -0.355
3 P 2.1281 -0.8589 0.2572  0.001
4 P 1.7231 1.0287 -0.2959  0.050
5 H -2.0648 -0.1362 0.0470  0.212
6 H -0.5406 -0.8580 -1.1215  0.260
7 H -0.7360 1.4014 0.8997  0.358
8 H 3.2724 -0.6693 -0.3988  0.017

Calculated values
energy relative to the best compared isomer or geometry (same formula, charge and spin)	131.01	kJ/mol
calculated total energy	-20713.4427	eV



# 4
ORCA calculation (ωB97M-V/def2-TZVPD) on a structure of composition C2H4P2 in a non-equilibrium geometry.

Each line ends with the Mulliken charge.
Positions of all 8 atoms, in Å:
1 C -1.3535 -0.2366 0.4654  -0.227
2 C 1.3164 -0.0482 -0.1816  -0.568
3 P -0.6657 -0.8938 1.8388  -0.098
4 P -0.1220 0.9272 -0.3203  0.015
5 H -2.3440 -0.3853 -0.0311  0.341
6 H 2.3061 0.2666 -0.4852  0.272
7 H 1.2292 -0.7529 0.4879  0.217
8 H -0.3665 1.1231 -1.7739  0.048

Calculated values
energy relative to the best compared isomer or geometry (same formula, charge and spin)	314.69	kJ/mol
calculated total energy	-20711.5390	eV



# 5
ORCA calculation (ωB97M-V/def2-TZVPD) on a structure of composition C2H4P2S2.

Each line ends with the Mulliken charge.
Positions of all 10 atoms, in Å:
1 C 1.3675 0.1479 -0.1785  -0.676
2 C -1.0424 -0.0009 0.1036  0.288
3 P 0.0942 1.4947 0.1331  -0.045
4 P 0.2986 -1.2773 0.4167  -0.026
5 S -2.3002 -0.1867 -1.1727  -0.162
6 S -2.6830 -0.0206 0.8327  -0.168
7 H 1.6073 0.0825 -1.2417  0.339
8 H 2.2931 0.2860 0.3810  0.366
9 H 0.2047 1.4198 1.5341  0.039
10 H 0.1602 -1.9453 -0.8085  0.046

Calculated values
energy relative to the best compared isomer or geometry (same formula, charge and spin)	152.09	kJ/mol
calculated total energy	-42385.2461	eV



# 6
ORCA calculation (ωB97M-V/def2-TZVPD) on the molecule C2H4S2 in a non-equilibrium geometry.

Each line ends with the Mulliken charge.
Positions of all 8 atoms, in Å:
1 C 0.7060 -0.0333 -0.2392  -0.171
2 C -0.7506 0.0171 0.2287  -1.001
3 S 1.1000 1.8025 -0.1993  -0.068
4 S 1.4084 -1.8047 0.2805  -0.075
5 H 0.6484 -0.1643 -1.2566  0.363
6 H -0.7457 -0.3469 1.3194  0.285
7 H -1.3743 -0.5859 -0.3973  0.302
8 H -0.9923 1.1154 0.2638  0.365

Calculated values
energy relative to the best compared isomer or geometry (same formula, charge and spin)	476.17	kJ/mol
calculated total energy	-23803.9430	eV